98
Properties=species:S:1:pos:R:3:mulliken_charge:R:1 method="wB97M-V/def2-TZVPD" multiplicity=1 total_charge=0 total_energy_ha=-2734.0065 lumo_energy_ev=0.47
C 2.444 3.408 1.002 -1.329
C 2.306 4.878 0.668 0.229
S 0.901 5.327 -0.412 -0.193
C -0.158 3.878 -0.543 -0.145
O -1.414 4.091 0.140 -0.339
S -1.507 3.188 1.522 1.020
O -2.088 4.089 2.466 -0.684
O -2.697 2.144 1.132 -0.392
C -2.202 0.788 0.927 -0.098
C -3.005 -0.148 1.821 -0.785
C -2.150 -1.370 2.236 -0.656
C -1.727 -1.304 3.709 -0.523
C -0.463 -2.142 3.897 -0.442
C -0.052 -2.315 5.360 -0.489
O -0.445 -1.221 6.159 -0.366
C 0.675 -0.593 6.776 -0.520
H 3.186 3.333 1.795 0.449
H 2.832 2.819 0.174 0.344
H 1.541 2.963 1.404 0.307
H 2.239 5.461 1.577 -0.113
H 3.206 5.187 0.150 0.396
H 0.327 2.957 -0.237 -0.083
H -0.411 3.777 -1.589 0.316
H -1.143 0.721 1.152 0.317
H -2.363 0.519 -0.111 0.020
H -3.861 -0.520 1.268 0.330
H -3.296 0.370 2.725 0.422
H -1.230 -1.402 1.657 0.310
H -2.678 -2.301 2.056 0.486
H -2.516 -1.690 4.348 0.270
H -1.522 -0.277 3.990 0.332
H -0.666 -3.124 3.471 0.315
H 0.325 -1.675 3.311 0.016
H 1.027 -2.463 5.374 0.329
H -0.486 -3.242 5.740 0.336
H 1.325 -1.333 7.242 0.313
H 1.191 -0.007 6.022 0.186
H 0.310 0.057 7.565 0.259
C 0.647 -0.710 -2.126 0.011
O -0.029 -0.457 -1.144 -0.591
N 0.588 -0.042 -3.291 0.271
C 1.416 -0.403 -4.424 -0.998
C -0.338 1.069 -3.413 -0.670
H 1.374 -1.538 -2.140 0.283
H 2.051 0.440 -4.706 0.378
H 0.787 -0.674 -5.274 0.329
H 2.046 -1.252 -4.170 0.277
H -0.105 1.831 -2.671 0.007
H -1.359 0.726 -3.238 0.238
H -0.266 1.498 -4.409 0.426
C 2.021 7.954 3.463 0.136
O 2.589 7.335 2.581 -0.605
N 1.721 7.451 4.673 0.137
C 1.041 8.234 5.685 -0.922
C 2.090 6.075 4.966 -0.862
H 1.696 9.000 3.333 0.269
H 1.665 8.313 6.578 0.334
H 0.097 7.757 5.954 0.337
H 0.835 9.234 5.310 0.291
H 3.169 5.951 4.875 0.291
H 1.607 5.400 4.258 0.212
H 1.779 5.820 5.975 0.363
C -2.130 -2.484 -3.581 0.228
O -1.201 -3.272 -3.546 -0.658
N -3.039 -2.409 -4.566 0.170
C -4.118 -1.443 -4.541 -0.997
C -2.933 -3.331 -5.692 -1.007
H -2.300 -1.746 -2.776 0.187
H -5.081 -1.957 -4.554 0.359
H -4.055 -0.788 -5.413 0.329
H -4.057 -0.835 -3.640 0.342
H -2.991 -4.351 -5.334 0.348
H -1.968 -3.190 -6.183 0.255
H -3.734 -3.150 -6.400 0.436
C 2.841 -0.047 3.337 0.297
O 2.373 0.583 4.268 -0.725
N 3.978 -0.764 3.393 0.129
C 4.481 -1.494 2.247 -0.951
C 4.716 -0.801 4.644 -0.949
H 2.355 -0.083 2.347 0.192
H 4.547 -2.559 2.481 0.352
H 5.474 -1.128 1.976 0.366
H 3.814 -1.362 1.398 0.271
H 4.089 -1.212 5.435 0.253
H 5.010 0.209 4.934 0.289
H 5.604 -1.417 4.526 0.395
C -3.311 -6.102 -8.115 0.099
O -3.757 -5.544 -7.128 -0.563
N -2.177 -6.823 -8.130 0.124
C -1.688 -7.467 -9.333 -0.927
C -1.421 -6.955 -6.893 -0.887
H -3.813 -6.058 -9.096 0.273
H -1.622 -8.546 -9.179 0.337
H -0.698 -7.084 -9.587 0.342
H -2.364 -7.272 -10.163 0.288
H -2.039 -7.424 -6.128 0.296
H -1.120 -5.972 -6.531 0.256
H -0.537 -7.562 -7.069 0.366